Record 1
{
  "formula": "C27H27AsNOPdSTe4",
  "method": "ωB97M-V/def2-TZVPD",
  "de_lowest_ev": 0.0000,
  "homo_lumo_gap_ha": 0.203,
  "total_energy_ha": -5009.03608,
  "total_charge": -1,
  "spin_multiplicity": 1,
  "elements": ["C", "C", "C", "Pd", "H", "C", "H", "H", "Te", "C", "C", "H", "H", "C", "H", "H", "H", "H", "C", "C", "S", "C", "H", "C", "As", "C", "H", "Te", "C", "C", "H", "C", "C", "H", "C", "C", "H", "H", "C", "H", "H", "C", "C", "C", "H", "H", "H", "H", "N", "H", "H", "C", "Te", "O", "H", "C", "C", "C", "Te", "H", "H", "C", "H"],
  "xyz": [[-4.140, 4.779, 0.093], [3.695, -0.699, -1.068], [-1.174, 0.392, -3.712], [-0.789, -3.132, 0.801], [-3.435, -2.412, -0.899], [0.968, 0.669, 3.654], [0.600, 0.109, -4.887], [1.191, 0.417, -0.657], [-0.103, -3.353, 3.248], [-0.190, 1.290, 1.649], [1.049, 0.271, -2.797], [4.204, -3.226, -0.112], [4.230, -2.823, 1.603], [0.516, 2.486, 1.594], [4.738, -0.384, -1.167], [3.065, 0.167, -1.271], [4.765, 0.188, 1.298], [2.116, 0.136, -2.933], [0.955, -2.236, 0.556], [-0.559, -2.994, -2.274], [-2.861, -2.774, -3.276], [3.442, -1.245, 0.344], [3.488, -1.464, -1.818], [0.035, 0.381, 2.670], [-1.589, 0.831, 0.414], [-3.675, 2.652, 1.111], [-0.743, -3.230, -4.441], [-2.997, -6.092, 3.252], [1.676, 1.861, 3.605], [1.457, 2.767, 2.575], [0.496, -3.108, -2.076], [-1.686, 0.570, -2.437], [-2.632, -2.611, -1.594], [-4.732, 5.684, 0.041], [-0.828, 0.603, -1.341], [-2.336, 3.423, -0.736], [-5.252, 3.962, 1.737], [-0.532, -0.536, 2.685], [0.198, 0.250, -3.891], [-2.872, 5.334, -1.547], [-3.903, 1.879, 1.837], [3.722, -0.138, 1.367], [-1.182, -3.050, -3.475], [0.537, 0.441, -1.518], [-1.842, 0.357, -4.563], [3.532, -0.498, 2.378], [3.074, 0.725, 1.191], [-1.527, 3.266, -1.441], [-1.395, -2.754, -1.213], [2.013, 3.696, 2.540], [-2.756, 0.682, -2.293], [-2.623, 2.459, 0.223], [-2.823, -4.960, 0.803], [-2.498, -0.399, 0.997], [0.327, 3.202, 0.802], [4.392, -2.424, 0.602], [-4.432, 3.813, 1.047], [-3.094, 4.584, -0.799], [-0.321, -5.992, 3.702], [1.144, -0.047, 4.447], [5.435, -2.104, 0.510], [2.056, -1.726, 0.489], [2.410, 2.084, 4.370]],
  "forces_ev_per_a": [[0.005, 0.002, -0.005], [0.109, 0.004, 0.093], [0.041, 0.038, 0.027], [-0.121, -0.371, 0.099], [-0.006, 0.002, 0.009], [0.045, -0.019, 0.044], [0.005, 0.003, -0.008], [-0.056, 0.018, 0.030], [0.190, -0.003, -0.031], [0.044, 0.020, -0.076], [-0.015, 0.021, -0.191], [0.005, 0.002, 0.000], [-0.001, -0.009, 0.001], [0.025, 0.031, -0.007], [0.021, -0.025, 0.004], [0.219, -0.063, 0.130], [-0.005, 0.018, -0.003], [-0.196, 0.029, -0.102], [-0.113, 0.241, 0.365], [-0.049, 0.029, -0.060], [0.011, -0.058, 0.007], [0.091, -0.068, 0.123], [-0.013, 0.005, 0.005], [0.041, 0.069, 0.038], [0.005, -0.041, 0.054], [-0.025, -0.068, 0.024], [-0.003, 0.013, -0.013], [0.081, 0.045, 0.056], [0.025, -0.004, 0.013], [-0.038, 0.026, -0.037], [0.008, -0.025, -0.002], [-0.005, 0.000, -0.017], [0.014, 0.133, 0.087], [-0.003, 0.008, -0.001], [-0.101, -0.032, -0.004], [0.058, 0.001, 0.027], [-0.002, 0.000, 0.002], [-0.114, -0.161, 0.033], [-0.029, 0.029, 0.048], [0.001, 0.006, -0.002], [0.010, 0.007, -0.014], [-0.021, 0.021, -0.033], [0.047, 0.032, -0.004], [0.005, 0.072, -0.033], [-0.008, -0.002, -0.004], [-0.002, -0.003, 0.005], [0.010, -0.017, 0.025], [-0.017, 0.008, 0.015], [-0.076, -0.182, -0.051], [-0.001, 0.002, -0.002], [0.020, -0.005, -0.003], [-0.009, -0.027, -0.015], [0.150, 0.202, -0.076], [-0.160, 0.098, -0.192], [0.008, -0.008, 0.002], [0.007, 0.020, 0.006], [-0.005, 0.014, -0.010], [-0.020, 0.026, -0.005], [-0.122, -0.052, 0.012], [-0.001, 0.013, -0.020], [0.006, 0.002, 0.003], [0.030, -0.074, -0.371], [-0.001, 0.004, 0.003]]
}



Record 2
{
  "formula": "C2H5N3OS",
  "method": "ωB97M-V/def2-TZVPD",
  "de_lowest_ev": 3.6114,
  "homo_lumo_gap_ha": 0.342,
  "total_energy_ha": -716.80799,
  "spin_multiplicity": 1,
  "elements": ["N", "S", "O", "C", "N", "H", "H", "N", "H", "C", "H", "H"],
  "xyz": [[2.023, 0.269, 0.160], [2.207, -1.426, -0.135], [1.051, 2.326, -0.232], [0.955, 1.120, -0.095], [-0.401, 0.603, 0.115], [-0.973, 1.503, 0.438], [-2.995, -0.094, -0.372], [-0.890, -0.701, -0.050], [-2.628, -1.866, -0.048], [-2.143, -0.907, -0.131], [2.924, 0.653, 0.016], [0.870, -1.479, 0.334]],
  "forces_ev_per_a": [[-0.219, 0.347, -0.588], [-2.517, 0.102, 0.800], [0.200, -0.941, 0.101], [-0.960, -0.852, 0.840], [-0.330, 2.241, -0.021], [0.823, -2.929, -1.354], [2.253, -1.144, 0.949], [0.018, 1.095, 1.034], [0.831, -0.589, -0.233], [-2.009, 2.557, -0.803], [0.490, 1.231, -0.103], [1.421, -1.118, -0.620]]
}



Record 3
{
  "formula": "C5H10N",
  "method": "ωB97M-V/def2-TZVPD",
  "de_lowest_ev": 2.3860,
  "homo_lumo_gap_ha": 0.391,
  "total_energy_ha": -250.91761,
  "total_charge": 1,
  "spin_multiplicity": 1,
  "elements": ["H", "H", "C", "C", "H", "H", "N", "H", "C", "C", "H", "H", "H", "H", "C", "H"],
  "xyz": [[1.362, -0.624, 1.436], [1.363, 2.047, -1.639], [1.107, 0.021, -1.792], [0.628, -0.748, 0.646], [-0.826, -1.912, 0.097], [0.961, 1.548, -3.308], [-0.631, -1.491, 0.983], [-1.411, -0.014, 2.410], [0.743, 1.392, -2.278], [-1.696, -0.581, 1.515], [-1.928, 0.253, 0.792], [-0.321, 1.422, -2.103], [1.563, -0.788, -2.399], [-2.677, -1.052, 1.483], [0.943, -0.233, -0.521], [-0.468, -2.110, 1.858]],
  "forces_ev_per_a": [[-0.493, -0.285, 0.413], [-0.832, 0.289, -0.548], [0.521, -0.509, 0.300], [1.694, 0.907, 0.228], [-0.971, -1.142, -0.200], [0.167, 0.129, -0.723], [1.252, 1.395, 2.732], [0.079, -1.003, 0.061], [0.701, -0.571, 0.793], [-1.568, 2.275, -2.094], [0.917, -0.835, 0.266], [-0.309, 0.920, 0.008], [-0.242, 0.720, 0.265], [0.291, -0.599, 0.939], [-1.282, -2.031, 0.138], [0.075, 0.339, -2.577]]
}



Record 4
{
  "formula": "H4N2",
  "method": "ωB97M-V/def2-TZVPD",
  "de_lowest_ev": 0.8730,
  "homo_lumo_gap_ha": 0.400,
  "total_energy_ha": -111.83310,
  "spin_multiplicity": 1,
  "elements": ["H", "H", "N", "N", "H", "H"],
  "xyz": [[-1.333, 0.187, -0.172], [1.475, -0.036, -0.146], [-0.530, -0.087, -0.449], [0.539, 0.260, 0.386], [-0.794, -1.061, -0.439], [0.588, -0.302, 1.197]],
  "forces_ev_per_a": [[-6.460, 4.223, 2.816], [-2.746, 1.125, 1.296], [5.078, -3.349, -3.165], [3.235, -0.175, -1.892], [1.109, -1.112, -0.264], [-0.216, -0.712, 1.210]]
}